DFT (ωB97M-V/def2-TZVPD) results for an isolated molecule of C4H4O.

```
9
Properties=species:S:1:pos:R:3:nbo_charge:R:1
C -0.825 1.464 0.994 -0.385
H -1.163 1.685 1.999 0.205
C 0.444 -1.345 -0.834 -0.122
H -0.078 -1.241 -1.784 0.191
C 0.235 0.757 0.684 -0.077
O 1.750 -0.667 -0.805 -0.433
C 0.720 -0.150 -0.102 0.225
H -1.446 1.794 0.167 0.201
H 0.364 -2.296 -0.318 0.196
```

## Properties
SMILES string   C=C=C1CO1
Strongest force on any atom   0.56 eV/Å
HOMO level   -9.00 eV